Entry 1:
The following is a quantum chemistry calculation of a structure of composition C6H12O, from the OMol25 dataset.

The geometry in XYZ format:
```
19
Properties=species:S:1:pos:R:3:forces:R:3
C 2.8961 0.2106 0.4137 0.052 0.025 0.008
C 1.5041 -0.4129 0.3620 -0.007 -0.054 -0.013
C 0.3936 0.6331 0.2327 0.021 0.034 0.065
C -0.9717 0.0134 0.1741 -0.005 0.196 -0.245
C -1.6169 -0.7517 -0.9764 0.094 -0.212 -0.152
O -2.8606 0.0226 -0.7409 -0.063 0.014 0.005
C -2.2697 0.6341 0.2602 0.091 0.191 0.072
H 3.1104 0.7796 -0.4991 -0.039 -0.084 0.129
H 2.9854 0.9000 1.2619 -0.018 -0.100 -0.118
H 3.6731 -0.5533 0.5222 -0.113 0.114 -0.024
H 1.3207 -1.0113 1.2631 0.027 0.083 -0.117
H 1.4444 -1.1094 -0.4866 0.000 0.094 0.119
H 0.5977 1.2602 -0.6532 -0.039 -0.082 0.109
H 0.4390 1.3072 1.0996 -0.007 -0.082 -0.116
H -1.7577 -0.4300 1.2460 -0.182 -0.035 0.154
H -1.8505 -1.8122 -0.8144 0.046 0.114 -0.024
H -1.2572 -0.5784 -1.9960 -0.023 -0.031 0.162
H -2.7263 1.4937 0.7414 0.116 -0.135 -0.029
H -2.8271 -0.3929 1.7130 0.049 -0.049 0.015
```
Forces are in eV/Å.

* total energy: -8457.812 eV
* LUMO energy: 0.020 Ha
* gap between HOMO and LUMO: 7.56 eV
* strongest force on any atom: 0.31 eV/Å
* HOMO energy: -0.25819 Ha

=====

Entry 2:
The following is a quantum chemistry calculation of a structure of composition C30H63N14O4Ti, from the OMol25 dataset.

The geometry in XYZ format:
```
112
Properties=species:S:1:pos:R:3:forces:R:3
Ti -0.2957 -0.2815 -0.5379 -0.701 0.038 0.153
C 2.0003 -5.4820 -0.7602 -0.034 -0.019 -0.017
N 1.7887 -4.1588 -0.1788 0.029 0.105 0.064
C 2.6614 -3.8050 0.9375 0.044 -0.045 -0.014
C 1.0556 -3.2120 -0.8408 0.083 0.084 -0.077
N 0.2144 -2.3930 -0.2288 -0.106 0.390 -0.004
C -0.1025 -2.6222 1.1781 -0.067 -0.111 0.018
C -1.5672 -2.3375 1.4377 -0.020 0.036 0.030
N -1.9711 -0.9375 1.0789 0.116 -0.200 0.122
C -3.2451 -1.0240 0.3111 0.012 0.088 0.063
C -2.9992 -1.4991 -1.1012 -0.006 -0.097 0.045
N -2.1111 -0.5204 -1.7219 0.053 -0.163 0.071
C -2.3297 -0.1597 -2.9810 0.050 -0.004 -0.017
N -2.9220 -0.9177 -3.9173 -0.003 -0.018 -0.049
C -3.5476 -0.3224 -5.1005 0.005 -0.017 0.017
C -2.9928 -2.3757 -3.9490 -0.052 -0.007 0.118
N -1.9452 1.1201 -3.3409 0.022 0.066 0.052
C -2.8533 2.1939 -2.9595 0.066 0.012 0.102
C -1.1869 1.3421 -4.5626 0.006 0.010 -0.073
C -2.3156 -0.1938 2.3312 0.009 -0.023 0.042
C -1.2009 0.0688 3.3401 -0.131 -0.050 0.085
N -0.3450 1.1892 3.0224 -0.111 0.053 -0.291
C -0.3366 2.1939 3.8455 -0.089 -0.069 0.147
N -1.2562 2.4026 4.8857 0.099 0.053 -0.293
C -0.8885 2.0668 6.2449 0.060 0.059 0.132
C -2.6586 2.5413 4.5706 -0.140 -0.130 0.019
N 0.5932 3.1731 3.7183 0.197 0.025 0.099
C 1.8040 2.9649 2.9388 0.061 -0.027 0.084
C 0.6206 4.3078 4.6387 0.030 0.029 -0.096
N 1.2342 -3.1238 -2.1814 -0.062 -0.112 0.049
C 2.4818 -3.5138 -2.8277 0.028 -0.013 -0.007
C 0.1699 -2.7525 -3.0904 -0.052 0.004 -0.015
H 3.0048 -5.6085 -1.1671 0.004 -0.009 0.002
H 1.2714 -5.6584 -1.5470 0.001 -0.013 -0.009
H 1.8442 -6.2299 0.0169 0.000 -0.002 0.002
H 3.2986 -4.6616 1.1462 -0.007 0.005 -0.005
H 2.1254 -3.5690 1.8547 -0.016 0.028 0.022
H 3.3128 -2.9715 0.6725 0.005 0.032 0.012
H 0.5107 -1.9652 1.8060 0.030 -0.022 0.030
H 0.1056 -3.6515 1.4777 -0.064 -0.007 -0.056
H -1.8121 -2.5302 2.4857 0.054 0.004 -0.030
H -2.1624 -3.0312 0.8459 0.025 -0.042 0.018
H -3.6884 -0.0257 0.2778 0.000 -0.027 -0.040
H -3.9445 -1.6779 0.8431 -0.028 0.006 -0.035
H -3.9529 -1.5932 -1.6244 -0.019 0.070 -0.009
H -2.5452 -2.4959 -1.0773 -0.049 -0.010 -0.024
H -3.7743 0.7236 -4.9367 0.001 -0.025 -0.035
H -4.4821 -0.8501 -5.2865 -0.001 0.005 -0.012
H -2.9077 -0.4274 -5.9774 -0.013 -0.006 -0.007
H -4.0326 -2.7027 -3.9007 0.012 -0.005 -0.006
H -2.4421 -2.8275 -3.1367 -0.040 0.016 -0.019
H -2.5693 -2.7206 -4.8936 0.009 -0.010 0.006
H -3.7117 2.2702 -3.6365 0.005 0.041 0.015
H -2.3276 3.1460 -2.9856 0.027 0.019 0.007
H -3.2263 2.0230 -1.9508 -0.020 0.002 0.014
H -1.8040 1.6482 -5.4125 0.020 0.005 0.018
H -0.6346 0.4404 -4.8193 0.002 0.001 -0.013
H -0.4556 2.1292 -4.3722 0.000 -0.003 -0.014
H -3.1042 -0.7731 2.8277 0.014 0.034 0.020
H -2.7715 0.7595 2.0536 0.053 0.014 -0.029
H -0.5910 -0.8340 3.4544 0.048 -0.034 -0.065
H -1.6944 0.2019 4.3056 0.014 -0.055 0.020
H 0.1877 1.9056 6.3081 -0.021 -0.003 -0.005
H -1.3832 1.1500 6.5879 0.004 0.002 -0.034
H -1.1486 2.8711 6.9382 -0.030 -0.002 -0.020
H -2.7735 2.9387 3.5611 0.018 -0.011 0.014
H -3.1204 3.2543 5.2565 0.030 0.006 0.014
H -3.2290 1.6035 4.6420 0.009 0.036 0.019
H 1.6553 2.2015 2.1814 -0.008 0.091 0.037
H 2.6398 2.6774 3.5883 -0.047 0.006 -0.028
H 2.0765 3.8908 2.4361 0.012 0.044 0.004
H -0.3573 4.7749 4.7124 -0.019 -0.027 0.020
H 1.3255 5.0368 4.2442 -0.025 0.018 0.008
H 0.9535 4.0222 5.6383 0.022 0.028 -0.003
H 3.2899 -3.5442 -2.1010 0.001 0.001 -0.022
H 2.7204 -2.7587 -3.5769 0.006 -0.032 0.001
H 2.4054 -4.4841 -3.3230 -0.001 0.011 0.003
H -0.6680 -2.3709 -2.5196 0.063 -0.038 -0.033
H -0.1453 -3.6241 -3.6728 0.031 0.002 0.000
H 0.5077 -1.9722 -3.7743 -0.008 -0.019 0.007
C 2.5496 -0.3227 2.5968 -0.018 -0.002 0.016
C 2.7816 -0.3043 1.1319 -0.007 0.084 0.014
N 1.8908 -0.1536 0.1614 0.087 -0.195 0.051
C 2.6005 -0.2747 -1.0179 0.167 0.005 -0.162
C 3.9208 -0.4981 -0.7601 -0.014 0.002 0.119
N 4.0092 -0.4949 0.6033 -0.094 -0.017 -0.044
C 5.1532 -0.8127 -1.5447 -0.005 0.074 -0.108
O 5.0669 -0.7699 -2.8590 -0.047 -0.014 0.061
O 6.1500 -1.1061 -0.9414 0.023 0.001 0.037
C 1.9047 -0.1504 -2.3103 -0.185 0.156 0.012
O 2.4810 -0.2215 -3.3823 0.057 -0.042 0.009
O 0.6179 0.0545 -2.1863 0.549 -0.055 -0.455
H 1.5605 0.0721 2.8170 -0.033 -0.005 0.034
H 3.2905 0.2934 3.1087 -0.016 -0.036 -0.024
H 2.6433 -1.3410 2.9795 -0.007 -0.006 0.019
H 4.8821 -0.6429 1.0940 0.004 0.004 -0.005
H 4.1573 -0.5221 -3.1610 0.009 0.014 0.000
N -0.8005 1.7244 0.1429 0.022 0.047 0.278
C -0.7201 3.0133 -0.6272 0.050 -0.081 -0.026
C 0.1761 4.0829 0.0053 -0.068 -0.001 0.154
C 1.5957 4.1595 -0.5445 -0.049 0.091 0.016
N 2.2517 2.8544 -0.5410 0.107 -0.078 0.026
H -1.7807 1.5731 0.3743 -0.004 0.070 -0.028
H -0.3672 1.8162 1.0787 0.032 -0.066 -0.106
H -1.7326 3.4059 -0.6726 -0.029 0.016 -0.070
H -0.4205 2.7836 -1.6526 0.052 0.017 0.045
H 0.1743 3.9429 1.0951 0.058 -0.014 -0.170
H -0.2924 5.0544 -0.1678 -0.018 -0.014 0.008
H 2.1792 4.8401 0.0771 -0.031 0.007 0.012
H 1.5679 4.6084 -1.5442 -0.033 0.012 -0.009
H 3.2500 2.9714 -0.6815 -0.032 0.002 0.019
H 1.9308 2.3231 -1.3414 -0.028 -0.052 -0.043
```
Forces are in eV/Å.

* total energy: -84290.930 eV
* LUMO energy (spin up / spin down): -0.187 / -0.174 Ha
* <S²>: 0.75
* gap between HOMO and LUMO (spin up / spin down): 8.06 / 8.41 eV
* 2S+1: 2
* strongest force on any atom: 0.72 eV/Å
* total charge: +2
* HOMO energy (spin up / spin down): -0.48336 / -0.48344 Ha

=====

Entry 3:
The following is a quantum chemistry calculation of a structure of composition C5H9NOS in a non-equilibrium geometry, from the OMol25 dataset.

The geometry in XYZ format:
```
17
Properties=species:S:1:pos:R:3:forces:R:3
C 0.7040 -0.3248 -0.7314 -0.173 2.229 -1.441
C 0.7438 -0.3763 0.8115 4.120 -3.084 -0.085
C -0.7101 -0.4034 1.0902 -1.107 1.850 -0.815
C -1.1235 0.8315 0.2651 -0.053 3.056 1.806
C -0.8142 -0.1197 -0.8662 0.643 -1.812 -1.438
H 1.1400 1.1304 -2.7929 0.621 -0.168 2.451
H 1.1065 -1.1221 -1.3417 -0.222 -0.466 0.446
H 1.2351 -1.3679 1.1640 -1.017 1.346 -0.659
H 2.6471 0.1665 1.4169 -5.070 2.591 -0.424
H -0.9615 -0.3782 2.1090 -0.687 -0.898 1.315
H -2.1628 1.2829 0.4884 1.422 -1.244 -0.794
H -0.3531 1.6811 0.5045 -1.559 -1.142 -1.029
H -1.1542 -0.2041 -1.9204 -0.144 0.698 0.790
H -2.2592 -1.3739 -0.1289 2.024 0.169 1.095
N -1.1871 -1.3186 -0.0144 -2.176 -0.110 -0.220
O 1.5886 0.6768 1.3264 3.850 -2.599 0.883
S 1.5605 1.2199 -1.3801 -0.473 -0.416 -1.881
```
Forces are in eV/Å.

* total energy: -19700.137 eV
* LUMO energy: 0.017 Ha
* gap between HOMO and LUMO: 9.23 eV
* strongest force on any atom: 5.71 eV/Å
* HOMO energy: -0.32252 Ha

=====

Entry 4:
The following is a quantum chemistry calculation of a structure of composition C49H42AuN3O2P2 in a non-equilibrium geometry, from the OMol25 dataset.

The geometry in XYZ format:
```
99
Properties=species:S:1:pos:R:3:forces:R:3
Au -0.1434 0.1231 -0.1447 -0.523 0.378 0.833
C 3.0251 2.1240 -0.1847 -0.115 -0.102 0.056
O 2.1084 1.2782 0.5217 -0.041 0.028 -0.331
C 2.3894 0.9867 1.8270 -0.082 -0.114 0.480
C 3.5976 1.3089 2.4281 -0.071 -0.093 0.008
C 3.8080 1.0022 3.7634 0.029 -0.013 0.109
C 2.8187 0.3732 4.5068 0.170 0.109 -0.125
C 1.6144 0.0541 3.9145 -0.121 0.078 -0.164
C 1.3721 0.3648 2.5725 -0.025 0.423 -0.108
N 0.1414 -0.0303 1.9572 0.587 -0.450 -0.804
N -0.7541 -0.3544 2.8318 -0.792 -0.243 0.154
C -1.8421 -1.0648 2.5782 0.217 0.248 -0.255
C -2.0194 -1.9267 1.3958 -0.115 0.375 0.278
O -1.2161 -1.9283 0.4454 0.140 0.020 -0.643
C -3.1476 -2.8340 1.3787 0.251 -0.013 0.186
C -4.0269 -2.8540 2.3941 -0.032 0.065 0.103
C -3.9097 -1.9945 3.5529 0.047 -0.070 -0.089
C -4.8742 -2.0323 4.5594 -0.033 0.092 0.164
C -4.7740 -1.1949 5.6551 -0.021 -0.038 -0.050
C -3.7003 -0.3113 5.7544 -0.042 -0.069 0.011
C -2.7340 -0.2657 4.7680 -0.034 -0.011 -0.054
C -2.8229 -1.1096 3.6560 -0.056 -0.184 0.121
H 3.1677 3.0558 0.3648 0.035 0.006 -0.022
H 2.5650 2.3201 -1.1498 0.035 0.043 0.032
H 3.9795 1.6194 -0.3301 0.024 0.036 -0.014
H 4.3771 1.7946 1.8616 0.034 -0.003 0.009
H 4.7571 1.2484 4.2191 0.001 0.011 0.001
H 2.9925 0.1161 5.5415 0.005 -0.007 0.016
H 0.8502 -0.4590 4.4774 0.006 -0.014 -0.017
H -3.2469 -3.4736 0.5132 0.021 -0.029 -0.005
H -4.8710 -3.5330 2.3566 -0.031 0.023 -0.003
H -5.7009 -2.7261 4.4758 -0.019 -0.009 -0.003
H -5.5246 -1.2264 6.4321 -0.009 -0.001 0.015
H -3.6200 0.3415 6.6127 0.002 0.011 0.019
H -1.9055 0.4243 4.8500 -0.001 0.016 -0.030
C -1.4231 2.8934 -1.7254 0.047 -0.055 -0.015
N -1.8681 2.2398 -2.9204 0.006 -0.049 0.106
C -1.6310 0.8366 -3.1446 -0.121 -0.046 -0.068
P -0.1018 0.0669 -2.4874 -0.184 0.112 0.169
C -0.1224 -1.5648 -3.2423 0.040 0.004 0.085
C -0.7225 -2.6588 -2.6247 -0.029 -0.037 0.019
C -0.7850 -3.8718 -3.2958 0.006 0.013 0.001
C -0.2585 -3.9919 -4.5727 -0.008 -0.001 0.017
C 0.3376 -2.8993 -5.1906 -0.021 0.010 0.027
C 0.4101 -1.6862 -4.5298 0.064 0.024 -0.062
C 1.3564 0.9011 -3.1059 -0.031 0.034 -0.055
C 1.2743 2.0954 -3.8202 0.028 0.104 0.042
C 2.4326 2.6754 -4.3223 -0.055 -0.013 0.015
C 3.6604 2.0620 -4.1243 0.013 -0.035 0.014
C 3.7415 0.8627 -3.4229 -0.001 0.038 -0.026
C 2.5951 0.2841 -2.9106 0.024 -0.082 0.006
C -2.2330 3.0536 -4.0280 -0.026 -0.032 0.001
C -3.1088 2.5523 -4.9897 0.017 0.022 -0.014
C -3.4668 3.3353 -6.0750 0.016 0.028 0.016
C -2.9796 4.6292 -6.2016 0.004 -0.013 0.012
C -2.1198 5.1302 -5.2382 -0.008 0.007 -0.014
C -1.7337 4.3461 -4.1588 -0.028 -0.003 -0.010
P -1.6796 2.0119 -0.1351 0.239 -0.204 -0.178
C -3.3580 1.4541 0.0978 0.189 -0.070 -0.033
C -3.7460 1.1427 1.4060 0.095 -0.016 0.180
C -5.0307 0.6989 1.6615 -0.048 0.016 -0.012
C -5.9367 0.5696 0.6164 0.033 0.002 0.071
C -5.5629 0.8948 -0.6810 0.093 0.061 -0.098
C -4.2764 1.3344 -0.9493 -0.025 -0.084 -0.119
C -1.3516 3.2475 1.1219 0.173 -0.087 -0.010
C -2.4074 4.0656 1.5400 -0.075 -0.012 0.012
C -2.1585 5.0957 2.4302 0.014 -0.013 -0.022
C -0.8713 5.3129 2.9065 -0.001 0.002 0.002
C 0.1758 4.5055 2.4883 -0.019 -0.037 -0.044
C -0.0624 3.4745 1.5918 0.106 0.046 0.024
H -1.9551 3.8440 -1.6220 -0.048 -0.058 0.075
H -0.3451 3.1378 -1.7063 -0.008 0.010 0.022
H -1.6380 0.6418 -4.2193 0.095 0.009 0.022
H -2.4175 0.1902 -2.7182 0.018 0.017 -0.025
H -1.1247 -2.5776 -1.6265 -0.027 0.021 0.115
H -1.2403 -4.7262 -2.8144 -0.007 -0.003 0.006
H -0.3072 -4.9406 -5.0894 0.001 -0.011 -0.004
H 0.7502 -2.9945 -6.1851 0.007 0.007 -0.013
H 0.8877 -0.8439 -5.0148 -0.009 0.004 0.003
H 0.3214 2.5774 -4.0003 0.016 -0.045 -0.037
H 2.3680 3.5976 -4.8837 0.004 0.009 -0.001
H 4.5575 2.5115 -4.5279 0.014 0.002 -0.003
H 4.6984 0.3785 -3.2840 0.009 -0.008 0.004
H 2.6631 -0.6567 -2.3750 -0.018 -0.009 -0.003
H -3.5286 1.5596 -4.8867 -0.008 -0.013 0.002
H -4.1452 2.9364 -6.8165 -0.014 -0.003 -0.007
H -3.2722 5.2412 -7.0426 0.000 0.008 -0.012
H -1.7340 6.1366 -5.3267 0.011 0.011 -0.004
H -1.0377 4.7476 -3.4335 0.008 0.034 0.001
H -3.0584 1.2849 2.2309 -0.019 -0.030 -0.035
H -5.3256 0.4676 2.6767 0.016 0.001 0.007
H -6.9454 0.2333 0.8154 -0.003 -0.016 0.003
H -6.2789 0.8171 -1.4874 -0.010 0.010 -0.009
H -3.9996 1.6120 -1.9572 -0.001 0.002 -0.026
H -3.4143 3.9019 1.1806 -0.015 -0.001 -0.016
H -2.9715 5.7306 2.7545 -0.011 -0.006 -0.005
H -0.6871 6.1172 3.6057 0.004 0.002 0.013
H 1.1772 4.6728 2.8611 0.002 -0.004 0.001
H 0.7518 2.8511 1.2571 0.027 -0.071 0.009
```
Forces are in eV/Å.

* total energy: -82314.919 eV
* LUMO energy (spin up / spin down): -0.296 / -0.296 Ha
* gap between HOMO and LUMO (spin up / spin down): 4.11 / 4.14 eV
* strongest force on any atom: 1.09 eV/Å
* total charge: +2
* HOMO energy (spin up / spin down): -0.44738 / -0.44791 Ha